1.
A 2-piece molecular cluster, H4N4O2 overall at a distorted geometry. Source: the Open Molecules 2025 dataset; level of theory: ωB97M-V/def2-TZVPD.

Last column: natural (NBO) charge in e.
Positions of all 10 atoms, in Å:
N 0.5186 -1.4868 -0.1225  0.03
N -0.3922 -1.9887 0.5471  -0.40
N 1.3892 0.6558 -0.3191  0.18
N 0.5622 -0.2889 -0.4740  -0.07
O -1.3426 1.2509 0.1548  -0.94
O 2.1507 0.8585 0.6454  -0.45
H -1.9333 0.8249 0.6812  0.47
H -0.3770 -2.9674 0.6286  0.34
H 1.3057 1.3162 -1.2417  0.36
H -1.8813 1.8255 -0.4999  0.47

Results
multiplicity: 1
SMILES: [H]/N=N/N=[NH+]\[O-].O
molecular weight: 92.06 g/mol
calculated total energy: -371.6821 a.u.
gap between HOMO and LUMO (alpha / beta): 8.8 / 8.8 eV
energy relative to the best compared isomer or geometry (same formula, charge and spin): 1.481 eV


2.
H4N5P3 as an isolated structure at a distorted geometry. Source: the Open Molecules 2025 dataset; level of theory: ωB97M-V/def2-TZVPD.

Last column: Löwdin spin population.
Positions of all 12 atoms, in Å:
N -2.5619 0.0927 0.1802  0.06
N -1.0015 2.6300 0.3028  0.96
N -0.6915 -1.5514 -0.2316  0.09
N 1.2303 -0.2588 1.2680  0.03
N 1.3030 0.1160 -1.2688  0.05
P -2.3249 -1.4450 -0.1329  0.26
P -1.3131 1.1936 0.2501  0.40
P 0.2362 -0.2180 -0.0871  0.15
H 1.9053 -0.9232 1.1639  0.00
H 0.7149 -0.3868 2.1508  0.00
H 1.3180 -0.4202 -2.2140  0.00
H 1.1853 1.1712 -1.3812  0.00

Results
multiplicity: 3
<S²>: 2.026
molecular weight: 166.99 g/mol
calculated total energy: -1300.1415 a.u.
gap between HOMO and LUMO (alpha / beta): 7.0 / 7.2 eV